[1]
The following is a DFT calculation (ωB97M-V/def2-TZVPD) of C49H85Br2N2O4P2S2Si2V as an isolated structure.

```
149
Properties=species:S:1:pos:R:3:mulliken_charge:R:1
V -0.575 1.633 -1.151 -0.28
C -3.108 3.720 0.587 -1.40
P -1.265 3.607 0.289 2.86
C -1.125 5.316 -0.424 -1.42
C -0.764 4.074 2.018 -1.62
C -0.749 2.912 2.992 -1.40
P 0.218 1.433 2.370 1.36
C -0.066 0.450 3.932 -0.96
C 1.940 1.968 2.777 -0.91
H -3.414 4.735 0.847 0.53
H -3.379 3.048 1.400 0.23
H -3.630 3.398 -0.313 0.17
H -1.271 6.054 0.366 0.46
H -1.899 5.447 -1.179 0.48
H -0.154 5.473 -0.888 0.15
H -1.461 4.849 2.365 0.71
H 0.232 4.510 1.936 0.11
H -1.771 2.556 3.147 0.10
H -0.353 3.239 3.960 0.86
H 0.168 1.044 4.814 0.52
H 0.546 -0.445 3.921 0.08
H -1.105 0.140 3.977 0.18
H 2.032 2.294 3.814 0.46
H 2.240 2.761 2.095 0.18
H 2.582 1.108 2.598 -0.17
C 5.040 7.866 -2.786 -1.48
C 4.279 6.633 -2.393 1.18
C 4.461 5.422 -3.057 -0.95
C 3.776 4.287 -2.667 -0.38
C 2.907 4.344 -1.585 -0.44
C 2.718 5.547 -0.920 -0.20
C 3.390 6.680 -1.320 -1.08
S 1.942 2.926 -1.048 1.59
O 1.177 3.451 0.085 -0.81
O 2.848 1.860 -0.735 -0.62
N 1.001 2.527 -2.239 -0.01
C 0.086 3.389 -2.739 -1.00
C 0.326 4.451 -3.605 -0.65
C -0.764 5.079 -4.201 -0.72
C -2.044 4.617 -3.914 -1.11
C -2.202 3.609 -2.983 -0.16
N -1.158 3.042 -2.364 1.23
H 5.533 7.736 -3.747 0.35
H 5.801 8.079 -2.032 0.30
H 4.380 8.732 -2.848 0.36
H 5.148 5.380 -3.892 0.32
H 3.908 3.350 -3.186 0.52
H 2.055 5.558 -0.073 0.38
H 3.225 7.616 -0.805 0.39
H 1.343 4.750 -3.812 0.55
H -0.604 5.895 -4.893 0.43
H -2.911 5.048 -4.393 0.46
H -3.180 3.234 -2.702 0.09
O 1.216 -1.859 -1.605 -0.26
C 0.624 -0.844 -2.001 -0.49
O 0.190 0.074 -1.244 0.78
C 0.377 -0.695 -3.476 -0.72
C 1.334 -1.195 -4.350 -0.65
C 1.139 -1.190 -5.719 -0.83
C -0.039 -0.668 -6.237 -0.69
C -0.995 -0.159 -5.388 -1.09
C -0.812 -0.160 -4.001 1.45
S -2.124 0.379 -3.022 -0.17
H 2.240 -1.603 -3.922 0.51
H 1.890 -1.606 -6.377 0.41
H -0.216 -0.675 -7.306 0.36
H -1.925 0.237 -5.772 0.43
C -5.260 0.484 -1.617 -1.67
C -5.677 -0.095 -0.262 2.98
C -6.081 1.090 0.621 -2.03
C -6.910 -0.982 -0.462 -1.82
Si -4.185 -1.092 0.538 -1.70
Br -2.330 0.428 0.395 -0.02
C -3.667 -2.710 -0.433 4.20
C -4.476 -3.930 0.027 -2.06
C -3.879 -2.553 -1.943 -2.13
C -2.174 -2.994 -0.238 -2.51
C -4.321 -1.317 2.498 2.91
C -5.651 -1.954 2.909 -1.86
C -4.186 0.014 3.245 -1.73
C -3.168 -2.200 2.991 -2.18
H -6.011 1.191 -1.966 0.62
H -5.151 -0.284 -2.371 0.39
H -4.309 1.000 -1.547 -0.23
H -6.823 1.697 0.102 0.62
H -5.216 1.709 0.830 0.18
H -6.522 0.756 1.554 0.37
H -7.712 -0.398 -0.909 0.53
H -7.261 -1.384 0.483 0.35
H -6.689 -1.813 -1.123 0.32
H -5.544 -3.749 -0.060 0.41
H -4.254 -4.189 1.057 0.32
H -4.223 -4.786 -0.597 0.52
H -4.931 -2.477 -2.200 0.36
H -3.478 -3.429 -2.452 0.64
H -3.351 -1.680 -2.320 0.11
H -1.905 -3.111 0.805 0.01
H -1.573 -2.189 -0.650 0.10
H -1.909 -3.908 -0.766 0.72
H -6.479 -1.281 2.709 0.34
H -5.642 -2.163 3.978 0.50
H -5.830 -2.883 2.380 0.33
H -5.004 0.688 3.027 0.30
H -3.256 0.497 2.972 0.09
H -4.180 -0.175 4.318 0.58
H -3.258 -3.216 2.625 0.26
H -3.172 -2.237 4.079 0.62
H -2.218 -1.787 2.666 0.28
C 3.549 -1.845 3.912 -1.50
C 4.332 -2.447 2.739 2.72
C 5.163 -1.303 2.147 -2.15
C 5.301 -3.489 3.305 -1.89
Si 3.164 -3.231 1.361 -1.38
Br 1.404 -1.828 1.386 0.28
C 2.291 -4.894 1.960 2.74
C 3.219 -6.109 1.891 -1.82
C 1.795 -4.772 3.404 -2.12
C 1.050 -5.179 1.107 -1.98
C 4.101 -3.432 -0.341 3.29
C 5.482 -4.080 -0.169 -2.07
C 4.283 -2.079 -1.034 -1.86
C 3.294 -4.291 -1.321 -2.22
H 4.248 -1.546 4.694 0.62
H 2.845 -2.547 4.344 0.20
H 2.995 -0.965 3.600 -0.05
H 5.709 -0.787 2.938 0.61
H 4.536 -0.570 1.644 0.28
H 5.899 -1.673 1.439 0.37
H 6.026 -3.007 3.963 0.56
H 5.852 -3.993 2.516 0.31
H 4.765 -4.236 3.885 0.30
H 4.106 -5.965 2.502 0.29
H 3.538 -6.316 0.873 0.30
H 2.701 -6.997 2.260 0.55
H 2.619 -4.680 4.107 0.35
H 1.229 -5.665 3.678 0.60
H 1.136 -3.914 3.509 0.23
H 1.295 -5.328 0.062 0.28
H 0.342 -4.358 1.168 0.21
H 0.553 -6.081 1.468 0.58
H 6.166 -3.434 0.377 0.34
H 5.923 -4.261 -1.151 0.54
H 5.419 -5.035 0.350 0.32
H 4.902 -1.390 -0.470 0.29
H 3.317 -1.614 -1.214 0.10
H 4.761 -2.234 -2.003 0.58
H 3.159 -5.312 -0.970 0.35
H 3.823 -4.343 -2.274 0.64
H 2.326 -3.832 -1.505 0.30
```

Computed properties:
HOMO (alpha / beta) = -2.86 / -3.75 eV
net charge = -1
total energy = -285145.9762 eV
molar mass = 1159.23 g mol⁻¹
orbital gap (alpha / beta) = 5.1 / 6.0 eV
2S+1 = 4

[2]
The following is a DFT calculation (ωB97M-V/def2-TZVPD) of C6H15InNO10P2 as an isolated structure.

```
35
Properties=species:S:1:pos:R:3:mulliken_charge:R:1
In -1.782 0.008 0.102 0.84
P -1.471 3.003 -0.785 0.43
O -1.382 4.304 0.034 -0.88
O -0.267 2.082 -0.473 -0.50
O -1.703 3.270 -2.268 -0.77
O -2.713 2.159 -0.267 -0.56
P -3.324 -1.328 -2.276 0.75
O -2.996 -2.337 -1.163 -0.64
O -2.016 -0.639 -2.755 -0.52
O -3.879 -0.012 -1.569 -0.45
O -4.199 -1.851 -3.393 -0.84
C 0.015 -0.086 3.739 -0.83
O -0.212 0.687 2.614 -0.04
C 0.813 1.579 2.328 -0.77
C 1.919 1.018 1.449 -0.81
N 1.348 0.403 0.276 0.48
C 2.322 -0.320 -0.507 -1.01
C 1.639 -1.205 -1.531 -0.55
O 0.564 -1.859 -0.951 -0.13
C 0.106 -2.917 -1.732 -0.92
H -0.761 -0.849 3.812 0.23
H 0.024 0.526 4.657 0.29
H 0.975 -0.631 3.680 0.26
H 1.208 2.073 3.234 0.43
H 0.328 2.387 1.762 0.29
H 2.476 0.215 1.964 0.36
H 2.578 1.873 1.202 0.33
H 0.862 1.142 -0.288 0.17
H 2.908 -0.945 0.190 0.45
H 3.046 0.360 -1.004 0.29
H 2.399 -1.884 -1.965 0.40
H 1.271 -0.577 -2.362 0.31
H -0.148 -2.577 -2.739 0.33
H -0.786 -3.318 -1.247 0.25
H 0.838 -3.755 -1.769 0.32
```

Computed properties:
HOMO = 2.39 eV
net charge = -3
total energy = -52178.2932 eV
molar mass = 437.95 g mol⁻¹
orbital gap = 3.9 eV